# 1
Density functional theory data (wB97M-V/def2-TZVPD) for a structure of composition C4H7NO2.

The value obtained for the total energy is -9841.7199 eV. The value obtained for the energy above the lowest of the compared OMol25 structures with the same formula, charge and spin is 536.43 kJ/mol. The gap between HOMO and LUMO comes out at 9.825 eV.

```
14
C4H7NO2 wB97M-V/def2-TZVPD
O -0.0357 -0.4002 1.9757
C 0.6111 0.2143 1.0078
C 0.6186 -1.1017 -0.4699
O -0.6764 -1.1992 -1.0185
C -1.4698 -0.0990 -0.9647
N -1.2776 1.0346 -0.4497
C -0.0581 1.3542 0.2646
H 0.3521 -1.0673 0.8799
H 1.7075 0.3391 1.1008
H 1.3097 -0.5598 -1.1218
H 0.9853 -2.1305 -0.3638
H -2.4060 -0.3126 -1.4756
H 0.6489 1.8472 -0.4135
H -0.3095 2.0811 1.0486
```

Taken from the Löwdin analysis, the atomic charges in e are:
1. O -0.1020
2. C -0.3611
3. C -0.0867
4. O -0.0559
5. C -0.2217
6. N 0.0768
7. C -0.1778
8. H 0.1400
9. H 0.1437
10. H 0.1258
11. H 0.1315
12. H 0.1334
13. H 0.1228
14. H 0.1312



# 2
Density functional theory data (wB97M-V/def2-TZVPD) for an isolated molecule of C18H25N5O in a non-equilibrium geometry.

The value obtained for the total energy is -28571.1297 eV. The value obtained for the energy above the lowest of the compared OMol25 structures with the same formula, charge and spin is 42.90 kJ/mol. The gap between HOMO and LUMO comes out at 7.948 eV.

```
49
C18H25N5O wB97M-V/def2-TZVPD
N -1.6397 0.0395 -1.2246
C -2.8496 -0.6334 -0.7090
C -2.9273 -1.9954 -1.4388
C -1.7923 -2.9450 -1.1470
C -1.1945 -2.8150 0.3003
N -0.0323 -1.9407 0.4458
C 1.1511 -2.0234 -0.2746
C 1.5369 -3.3120 -0.7906
C 2.7564 -3.4744 -1.3783
N 3.6166 -2.4025 -1.5127
C 3.2107 -1.1346 -1.1292
O 4.1140 -0.2949 -1.2666
C 1.9691 -0.9257 -0.4411
C 1.6431 0.3605 0.0580
N 0.6460 0.6849 0.9011
C 0.6475 2.0758 1.0107
C 1.6507 2.6007 0.2785
N 2.2706 1.5348 -0.2977
C 1.9903 4.0471 0.2018
C 0.8105 4.9059 0.6625
C 0.1200 4.3311 1.9228
C -0.4056 2.9085 1.7530
C -2.2271 -2.1992 1.2369
C -2.8091 -0.8103 0.7988
H -1.5582 0.9773 -0.8177
H -0.8214 -0.5371 -0.9989
H -3.7644 -0.0381 -0.9925
H -3.0223 -1.8718 -2.5341
H -3.8492 -2.4828 -1.1217
H -0.9889 -2.8479 -1.8545
H -2.1737 -3.9644 -1.2789
H -0.9460 -3.8343 0.6723
H -0.2072 -0.9966 0.8644
H 0.9229 -4.1674 -0.5505
H 3.1180 -4.4196 -1.7747
H 4.3385 -2.4526 -2.1592
H 3.1353 1.5524 -0.8616
H 2.8626 4.2623 0.8637
H 2.2507 4.3203 -0.8332
H 1.1804 5.9111 0.8127
H 0.1015 4.9953 -0.1780
H -0.7779 4.9629 2.1631
H 0.8529 4.3707 2.7231
H -1.2828 2.9191 1.1200
H -0.6441 2.4489 2.6942
H -3.0774 -2.8975 1.3925
H -1.8223 -2.0541 2.2498
H -3.8165 -0.7152 1.1554
H -2.2663 -0.0229 1.2842
```

Taken from the Löwdin analysis, the atomic charges in e are:
1. N 0.0533
2. C -0.3776
3. C -0.1701
4. C -0.1445
5. C -0.3026
6. N 0.0604
7. C -0.1842
8. C -0.0119
9. C -0.0582
10. N 0.1244
11. C -0.3978
12. O 0.0072
13. C -0.0406
14. C -0.2409
15. N 0.1313
16. C -0.2176
17. C -0.2176
18. N 0.1652
19. C -0.1348
20. C -0.1966
21. C -0.1916
22. C -0.1314
23. C -0.1401
24. C -0.1484
25. H 0.0676
26. H 0.0435
27. H 0.1439
28. H 0.1200
29. H 0.1086
30. H 0.0955
31. H 0.1149
32. H 0.1383
33. H 0.0955
34. H 0.1052
35. H 0.1233
36. H 0.1280
37. H 0.1577
38. H 0.1275
39. H 0.1188
40. H 0.1000
41. H 0.1178
42. H 0.1202
43. H 0.1104
44. H 0.1005
45. H 0.1039
46. H 0.1211
47. H 0.1159
48. H 0.0983
49. H 0.0878



# 3
Density functional theory data (wB97M-V/def2-TZVPD) for a structure of composition C12H22ClFINNbO2S in a non-equilibrium geometry.

The value obtained for the total energy is -54111.4404 eV. The gap between HOMO and LUMO comes out at 7.355 eV. Its net charge is -1.

```
42
C12H22ClFINNbO2S wB97M-V/def2-TZVPD
C -1.7649 5.1461 -2.6384
C -0.9783 4.6975 -1.4007
N -1.8018 4.5344 -0.2013
Nb -3.0813 3.0073 0.2336
I -2.7421 1.1826 -1.8619
C -2.3191 1.9238 2.0529
C -1.4684 0.6997 1.6891
C -0.6879 0.1360 2.8972
C 0.8047 -0.0578 2.6741
S 1.2361 -1.2203 1.3729
O 0.1041 -2.0117 1.0108
O 2.4964 -1.8212 1.7049
Cl 1.6381 -0.0061 -0.2319
H -1.2668 4.8454 -3.5649
H -1.8903 6.2335 -2.6584
H -2.7583 4.6952 -2.6221
H -0.1794 5.4223 -1.1950
H -0.4790 3.7463 -1.6110
H -2.0384 5.4540 0.1482
H -4.5936 3.7089 -0.4313
H -4.5859 2.2728 0.9297
H -3.6473 4.1735 1.4512
H -1.6788 2.6859 2.5263
H -3.0786 1.6492 2.7868
H -2.1004 -0.0768 1.2547
H -0.7597 0.9595 0.8929
H -0.7594 0.8570 3.7179
H -1.1222 -0.7993 3.2584
H 1.3188 -0.5104 3.5261
H 1.3153 0.8732 2.4201
F 4.5312 -7.4316 -1.8610
C 3.7963 -6.3052 -1.6858
C 2.6457 -6.1474 -2.4306
C 1.9001 -4.9904 -2.2424
C 2.3102 -4.0271 -1.3317
C 3.4723 -4.2197 -0.5963
C 4.2312 -5.3699 -0.7690
H 2.3508 -6.9146 -3.1332
H 0.9906 -4.8437 -2.8107
H 1.7238 -3.1301 -1.1848
H 3.7779 -3.4708 0.1226
H 5.1380 -5.5496 -0.2081
```

Taken from the Löwdin analysis, the atomic charges in e are:
1. C -0.1363
2. C -0.4202
3. N -0.3003
4. Nb 0.7223
5. I -0.0865
6. C -0.4092
7. C -0.3592
8. C -0.2380
9. C -0.2833
10. S 0.3412
11. O -0.3261
12. O -0.3705
13. Cl 0.3807
14. H 0.0596
15. H 0.0583
16. H 0.0371
17. H 0.0884
18. H 0.0598
19. H 0.0020
20. H -0.1328
21. H -0.1249
22. H -0.1111
23. H 0.0233
24. H 0.0149
25. H 0.0792
26. H 0.0345
27. H 0.1082
28. H 0.1114
29. H 0.0988
30. H 0.0976
31. F 0.0358
32. C -0.2926
33. C -0.0257
34. C -0.0771
35. C -0.0800
36. C -0.0704
37. C -0.0185
38. H 0.1124
39. H 0.1062
40. H 0.0849
41. H 0.0926
42. H 0.1136



# 4
Density functional theory data (wB97M-V/def2-TZVPD) for a structure of composition C18H14CdF6N4O8S2 in a non-equilibrium geometry.

The value obtained for the total energy is -83774.8729 eV. The value obtained for the energy above the lowest of the compared OMol25 structures with the same formula, charge and spin is 0.00 kJ/mol. The gap between HOMO and LUMO comes out at 6.221 eV. Its net charge is -2.

```
53
C18H14CdF6N4O8S2 wB97M-V/def2-TZVPD
Cd -0.7718 0.4788 -1.6919
O 0.3108 2.4236 -1.7259
C 1.5550 2.4969 -1.9470
C 2.0251 3.6748 -2.6513
C 3.3621 4.0020 -2.7072
C 4.2984 3.2572 -2.0354
C 3.9490 2.0586 -1.4217
C 2.6567 1.6265 -1.3904
C 2.4396 0.3477 -0.7885
N 1.3867 -0.4362 -1.0454
N 1.2905 -1.6164 -0.4833
C 0.0637 -2.1855 -0.5455
O -1.0173 -1.6728 -0.9705
C 0.0266 -3.5914 -0.0113
C 1.1659 -4.1498 0.5497
C 1.1144 -5.5052 0.9623
C -0.0579 -6.2017 0.7765
C -1.1733 -5.5902 0.2379
C -1.1225 -4.2996 -0.2571
H 1.2662 4.3320 -3.0803
H 3.7020 4.7844 -3.3268
H 5.3167 3.6824 -1.9926
H 4.6765 1.3860 -0.9608
H 3.2874 -0.0648 -0.1817
H 2.0357 -3.5001 0.7119
H 2.0240 -6.0304 1.4036
H -0.1096 -7.2487 1.1830
H -2.1135 -6.1033 0.1213
H -1.9413 -3.7369 -0.6870
N -2.6181 1.9306 -1.4712
C -3.7277 1.6774 -2.4095
C -3.0144 1.4516 -3.7827
O -3.5648 1.8622 -4.8114
O -1.9322 0.8185 -3.6802
H -2.9169 2.0257 -0.4995
H -2.1385 2.8412 -1.6356
H -4.5114 2.4883 -2.3690
H -4.3420 0.7800 -2.1714
F -2.0881 -1.5866 1.8972
C -2.6420 -0.3582 1.7240
F -3.6534 -0.1990 2.5868
F -3.2928 -0.3010 0.4485
S -1.3489 0.9728 1.8401
O -0.2652 0.5000 0.9065
O -1.9309 2.2552 1.4181
N -1.0867 0.7310 3.3327
S -0.3056 1.7020 4.3937
O -0.0645 3.0528 3.7707
O -0.9308 1.5250 5.6943
C 1.3702 0.9399 4.6532
F 2.1126 1.0908 3.4808
F 1.2095 -0.3604 5.0028
F 2.0367 1.5422 5.6364
```

Taken from the Löwdin analysis, the atomic charges in e are:
1. Cd 1.4381
2. O -0.1824
3. C -0.3660
4. C -0.0410
5. C -0.1591
6. C -0.1625
7. C -0.1053
8. C -0.1734
9. C -0.0978
10. N -0.1098
11. N -0.0060
12. C -0.4791
13. O -0.1612
14. C -0.1678
15. C -0.0294
16. C -0.1088
17. C -0.1499
18. C -0.1086
19. C -0.0341
20. H 0.0977
21. H 0.0715
22. H 0.0823
23. H 0.0980
24. H 0.1178
25. H 0.1028
26. H 0.1087
27. H 0.1020
28. H 0.0875
29. H 0.1148
30. N -0.0740
31. C -0.1856
32. C -0.7290
33. O -0.0488
34. O -0.1525
35. H 0.0355
36. H 0.0963
37. H 0.1074
38. H 0.1086
39. F 0.1160
40. C -0.5656
41. F 0.1130
42. F 0.0270
43. S 0.6202
44. O -0.3678
45. O -0.3166
46. N -0.3170
47. S 0.6887
48. O -0.3310
49. O -0.3179
50. C -0.6070
51. F 0.0839
52. F 0.1099
53. F 0.1269



# 5
Density functional theory data (wB97M-V/def2-TZVPD) for a structure of composition C2H2I2N2O2 in a non-equilibrium geometry.

The value obtained for the total energy is -25376.2247 eV. The value obtained for the energy above the lowest of the compared OMol25 structures with the same formula, charge and spin is 57.74 kJ/mol. The gap between HOMO and LUMO comes out at 8.028 eV.

```
10
C2H2I2N2O2 wB97M-V/def2-TZVPD
C -0.1041 0.9328 -0.3067
C -0.1627 -0.9134 0.3056
N 0.2153 0.9017 -1.6726
N 0.1516 -0.9217 1.6770
O -0.4639 1.5957 -2.4007
O -0.5725 -1.5882 2.3849
I 1.5981 1.7766 0.6513
I 1.4937 -1.8598 -0.6294
H -1.0375 1.3945 0.0179
H -1.1180 -1.3182 -0.0274
```

Taken from the Löwdin analysis, the atomic charges in e are:
1. C -0.7273
2. C -0.7271
3. N -0.2167
4. N -0.2171
5. O 0.0102
6. O 0.0089
7. I 0.8626
8. I 0.8674
9. H 0.0698
10. H 0.0692



# 6
Density functional theory data (wB97M-V/def2-TZVPD) for a structure of composition C38H54Br4N6O5PbS2Si4Te in a non-equilibrium geometry.

The value obtained for the total energy is -405354.7887 eV. The value obtained for the energy above the lowest of the compared OMol25 structures with the same formula, charge and spin is 130.08 kJ/mol. The gap between HOMO and LUMO comes out at 4.837 eV. Its net charge is -2.

```
115
C38H54Br4N6O5PbS2Si4Te wB97M-V/def2-TZVPD
Pb 12.8002 15.4556 15.6038
N 14.7914 21.4469 9.8409
C 14.7624 21.0300 11.1651
C 14.2862 21.8879 12.1668
C 14.0744 21.4154 13.4552
C 14.5055 20.1525 13.8206
C 15.0437 19.2727 12.8810
C 15.0211 19.6649 11.5131
S 14.2071 19.3669 15.4600
O 15.4369 18.7238 15.7486
O 13.7009 20.3889 16.3266
N 13.0602 18.2099 15.2011
C 11.7262 18.4417 15.3329
N 11.0956 19.5356 14.8957
C 9.7826 19.5385 14.8525
C 9.0292 18.5012 15.3833
C 9.7318 17.4879 16.0162
N 11.0732 17.4437 15.9647
H 14.9784 22.4134 9.6184
H 15.0125 20.7079 9.1370
H 14.0815 22.9554 11.9154
H 13.5702 22.0309 14.1589
H 15.4317 18.3094 13.2232
H 15.3161 18.9530 10.7791
H 9.3260 20.4541 14.3806
H 7.9724 18.5258 15.1784
H 9.2577 16.6458 16.4585
Br 7.1868 13.1666 19.7888
C 8.8566 13.3250 18.9111
C 10.0395 12.9858 19.6119
Br 9.9479 11.6477 20.9796
C 11.2783 13.5346 19.2219
Br 12.9049 13.2045 20.1736
C 11.3639 14.3678 18.0695
O 12.3744 15.1131 17.8351
C 10.1958 14.3190 17.1306
O 10.4085 14.6197 15.9275
C 8.9705 13.9364 17.6786
Br 7.3180 14.2473 16.6869
C 16.1811 14.5073 18.4684
S 16.0402 16.1707 17.6097
O 15.0465 15.8757 16.4691
C 17.6093 16.1684 16.8165
C 17.6467 16.1840 15.4184
C 18.8480 16.4420 14.8248
C 20.0331 16.6366 15.5702
C 20.0049 16.4304 16.9652
C 18.7558 16.2970 17.6030
H 16.6118 13.7948 17.7973
H 15.1825 14.1445 18.8678
H 16.8094 14.7280 19.3285
H 16.7435 16.0274 14.8561
H 18.8680 16.5104 13.7029
H 20.9504 16.9287 15.0797
H 20.9144 16.5803 17.5385
H 18.7315 16.5149 18.6649
N 13.0796 12.5896 15.7422
C 13.0992 11.4298 15.8560
N 13.2215 10.1087 15.7442
C 13.5633 9.5761 14.3896
C 12.8157 8.2587 14.1405
C 13.1149 7.1745 15.2736
C 12.5960 7.8255 16.5608
C 13.1723 9.2021 16.9141
H 14.6414 9.5292 14.3332
H 13.2276 10.2750 13.6281
H 13.1289 7.9027 13.1500
H 11.7894 8.5251 14.0836
H 14.2125 7.0663 15.2763
H 12.5653 6.2368 14.9696
H 12.9142 7.2468 17.4322
H 11.4988 7.8228 16.6433
H 14.2158 9.1800 17.2566
H 12.6021 9.6206 17.7132
C 10.5833 17.6872 11.2536
Si 9.9610 16.4065 9.9740
C 8.0787 16.3424 10.1167
C 10.3671 16.8785 8.1716
Si 10.9656 14.3260 10.4825
Te 10.2492 13.9528 12.7818
Si 13.2959 14.3879 10.8628
C 14.3321 14.4290 9.2616
C 13.7675 12.9081 11.8976
C 13.6853 15.9252 11.9250
Si 10.5498 12.7552 8.7705
C 10.6935 13.3382 6.9546
C 8.7401 12.2608 8.9446
C 11.6137 11.2011 9.0105
H 10.4417 18.6608 10.7188
H 11.6509 17.6543 11.5152
H 9.9886 17.6852 12.1799
H 7.7494 17.2932 10.6007
H 7.7889 15.4998 10.7636
H 7.5509 16.2755 9.1521
H 9.4984 16.8474 7.4826
H 11.2182 16.2996 7.7611
H 10.5865 17.9462 8.0647
H 14.3140 13.4488 8.7096
H 15.3652 14.7255 9.5078
H 14.0170 15.1782 8.5187
H 13.8753 13.1432 13.0047
H 14.6336 12.4264 11.4969
H 12.9062 12.1781 11.8970
H 12.9437 16.3835 12.5503
H 14.1065 16.7826 11.3179
H 14.4540 15.4805 12.6439
H 11.5046 14.0713 6.9888
H 9.8377 13.8487 6.5774
H 10.9578 12.4993 6.3017
H 8.0746 13.1027 8.7200
H 8.6050 11.9162 9.9776
H 8.5121 11.4342 8.1908
H 12.6367 11.4657 8.6512
H 11.3303 10.2826 8.3523
H 11.6941 10.7959 10.0678
```

Atom charges from the Löwdin analysis, given in e for atoms 1 to 99:
1. Pb 1.4042
2. N 0.0602
3. C -0.3359
4. C -0.0562
5. C -0.0728
6. C -0.2613
7. C -0.0654
8. C -0.0225
9. S 0.5652
10. O -0.3387
11. O -0.3268
12. N -0.1584
13. C -0.5161
14. N 0.1233
15. C -0.1656
16. C -0.0637
17. C -0.0849
18. N 0.0562
19. H 0.0769
20. H 0.1053
21. H 0.1110
22. H 0.0983
23. H 0.1043
24. H 0.0785
25. H 0.1137
26. H 0.0880
27. H 0.0719
28. Br 0.6274
29. C -0.8039
30. C -0.7721
31. Br 0.5888
32. C -0.6340
33. Br 0.6854
34. C -0.4505
35. O -0.2667
36. C -0.4776
37. O -0.3223
38. C -0.6083
39. Br 0.6380
40. C -0.1968
41. S 1.0015
42. O -0.7315
43. C -0.4061
44. C -0.0694
45. C -0.0809
46. C -0.0812
47. C -0.0857
48. C -0.0917
49. H 0.0458
50. H 0.0062
51. H 0.0326
52. H 0.1063
53. H 0.1223
54. H 0.0893
55. H 0.0923
56. H 0.1068
57. N 0.1646
58. C -0.2329
59. N -0.0963
60. C -0.1288
61. C -0.1693
62. C -0.1716
63. C -0.1991
64. C -0.1327
65. H 0.1147
66. H 0.1126
67. H 0.1073
68. H 0.1014
69. H 0.1058
70. H 0.1144
71. H 0.1003
72. H 0.1207
73. H 0.1216
74. H 0.1170
75. C -0.2205
76. Si 0.3272
77. C -0.2419
78. C -0.2454
79. Si -0.1541
80. Te 0.2713
81. Si 0.2905
82. C -0.2455
83. C -0.2699
84. C -0.2509
85. Si 0.3175
86. C -0.2228
87. C -0.2633
88. C -0.2546
89. H 0.0268
90. H 0.0007
91. H 0.0199
92. H 0.0268
93. H 0.0067
94. H 0.0124
95. H 0.0183
96. H 0.0027
97. H 0.0035
98. H 0.0211
99. H 0.0096